DFT (wB97M-V/def2-TZVPD) results for an isolated molecule of C2H4ClNO in a non-equilibrium geometry.

The SMILES is OC/N=C/Cl. Its net charge is 0. The highest occupied orbital energy comes out at -9.87 eV. The calculated total energy is -18197.1336 eV. Its LUMO energy is 0.748 eV. The value obtained for the energy above the lowest of the compared OMol25 structures with the same formula, charge and spin is 1.954 eV. The value obtained for the frontier orbital gap is 0.3900 hartree.

Each line ends with the Löwdin charge.
CARTESIAN COORDINATES (ANGSTROEM)
C -2.28 -0.79 0.27  -0.745
C 0.01 -0.59 0.64  -0.225
N -1.29 -0.11 0.51  -0.049
O 0.32 -1.20 -0.75  -0.123
Cl -3.63 -0.02 -0.21  0.742
H -2.29 -1.86 0.28  0.085
H 0.79 0.20 0.81  0.123
H 0.13 -1.50 1.24  0.115
H 1.18 -0.71 -0.89  0.078